Record 1
C22H54N2O6 | wB97M-V/def2-TZVPD

The SMILES is CC1(C)CCCC(C)(C)N1O.CC1(C)CCCC(C)(C)N1O.CO.CO.CO.CO. As for the total charge: 0. As for the HOMO energy: -8.25 eV. As for the LUMO energy: 0.015 hartree. For the energy above the lowest of the compared OMol25 structures with the same formula, charge and spin, the calculation gives 55.1 kcal/mol. The value obtained for the HOMO-LUMO gap is 0.3181 Eh.

Positions of all 84 atoms, in Å:
1 C 0.62578 1.50801 4.05544
2 C 1.44607 0.20708 3.86834
3 C 2.46252 -0.07081 5.03545
4 C 1.70457 -0.63273 6.27992
5 C 0.87501 -1.85451 5.87442
6 C -0.17239 -1.55379 4.79678
7 N 0.56519 -0.92076 3.69357
8 O -0.19276 -0.92050 2.55626
9 C -0.71774 -2.89567 4.30079
10 C -1.35430 -0.68099 5.26345
11 C 2.28808 0.36349 2.60237
12 H 0.24595 1.64253 5.04959
13 H -0.14877 1.59427 3.27324
14 H 1.29442 2.38991 3.95881
15 H 3.26228 -0.69412 4.62948
16 H 2.97405 0.85235 5.29293
17 H 1.04047 0.11445 6.75126
18 H 2.39517 -0.96842 7.06217
19 H 0.44931 -2.31751 6.77415
20 H 1.46728 -2.65673 5.41863
21 H 0.12752 -3.45297 3.87048
22 H -0.99620 -3.51825 5.16537
23 H -1.46375 -2.82772 3.52959
24 H -1.02344 0.12052 5.90942
25 H -1.95365 -0.22660 4.46702
26 H -2.07734 -1.27004 5.81236
27 H 2.75127 -0.62134 2.42124
28 H 3.01910 1.15468 2.74447
29 H 1.63157 0.51858 1.75944
30 H -0.95616 -0.34615 2.74198
31 C -1.39901 1.73250 -2.04048
32 C -0.92419 2.15121 -3.37540
33 C -1.90751 1.78491 -4.49186
34 C -3.14597 2.68623 -4.56232
35 C -2.75517 4.14742 -4.59564
36 C -1.70439 4.54183 -3.51044
37 N -0.63210 3.56640 -3.52285
38 O 0.39080 3.90936 -2.66041
39 C -1.17042 5.88985 -3.93576
40 C -2.35606 4.64419 -2.09134
41 C 0.37053 1.28235 -3.67369
42 H -0.65955 2.07490 -1.33152
43 H -1.30849 0.65082 -1.99222
44 H -2.41690 2.01864 -1.79876
45 H -1.38232 1.85855 -5.47027
46 H -2.27713 0.75694 -4.43890
47 H -3.84258 2.54136 -3.71568
48 H -3.71723 2.44562 -5.47173
49 H -3.62658 4.81389 -4.51053
50 H -2.24455 4.38557 -5.52547
51 H -2.01874 6.55994 -3.93572
52 H -0.54530 6.37086 -3.19692
53 H -0.59143 5.79489 -4.83980
54 H -3.07843 3.86885 -1.92331
55 H -1.57420 4.61412 -1.33060
56 H -2.86361 5.60483 -1.98282
57 H 0.08700 0.23697 -3.66223
58 H 1.17072 1.35642 -2.94558
59 H 0.80970 1.59664 -4.61321
60 H 1.16195 3.90734 -3.23936
61 C -1.23727 -3.19602 -2.15617
62 O -2.68475 -3.39331 -2.17098
63 H -0.95134 -2.32550 -2.72602
64 H -1.05547 -3.06520 -1.11960
65 H -0.69452 -4.05875 -2.55339
66 H -2.83399 -4.24634 -1.75498
67 C 1.82605 -0.92932 -1.60232
68 O 2.04340 -2.27849 -1.33961
69 H 2.31377 -0.27204 -0.86464
70 H 2.16967 -0.72599 -2.62065
71 H 0.73200 -0.78157 -1.53633
72 H 1.70562 -2.45527 -0.43888
73 C 2.58414 -5.08605 -3.24465
74 O 2.85453 -3.72336 -3.56852
75 H 2.65890 -5.64862 -4.19112
76 H 3.15709 -5.45879 -2.39114
77 H 1.53984 -5.15348 -2.93492
78 H 2.71604 -3.21491 -2.76336
79 C 1.55457 -4.30292 1.57614
80 O 0.78880 -3.21159 1.01047
81 H 2.08329 -3.83006 2.35835
82 H 0.80672 -4.97213 1.94884
83 H 2.12559 -4.71121 0.72368
84 H 0.37930 -2.78879 1.78617

Force components x, y, z for each atom (eV/Å):
1.23 0.77 -0.33
0.34 1.28 0.23
-1.57 0.22 0.25
0.56 -0.56 -0.57
-0.22 -0.04 0.15
-0.39 0.37 -0.15
1.18 -2.26 1.13
-0.76 0.77 -0.91
1.31 -0.65 0.41
-0.03 -0.05 0.29
-0.32 -1.16 0.18
-0.66 -0.28 0.43
0.19 0.02 0.49
-0.27 -0.46 -0.33
-0.31 -0.55 0.33
-0.15 0.36 -0.01
0.36 -0.10 -0.36
0.07 0.28 -0.14
-0.35 0.22 -0.21
0.45 0.31 0.18
-0.09 0.13 -0.07
-0.48 0.36 -0.33
-0.59 0.06 0.04
0.02 0.21 0.15
0.31 -0.07 -0.21
-0.07 -0.28 0.30
0.24 0.47 0.00
0.05 0.00 -0.24
0.00 0.49 -0.35
-0.09 0.01 -0.35
0.01 -0.82 0.95
0.72 -1.13 -1.64
-0.55 0.21 -0.89
-0.33 0.14 0.14
0.76 0.28 0.45
-1.10 -0.21 0.92
-0.12 -0.71 -1.86
0.92 0.56 0.85
0.07 0.23 1.09
0.48 0.82 -0.63
-0.58 1.07 0.21
-0.15 0.44 0.63
-0.37 -0.28 0.06
0.08 0.04 0.18
-0.19 0.07 0.55
0.39 -0.09 0.36
0.36 -0.26 -0.20
0.09 -0.01 0.27
0.25 -0.16 0.04
-0.15 -0.09 -0.40
-0.28 0.27 -0.90
0.53 -0.28 0.42
-0.18 0.25 -0.57
-0.29 -0.32 0.15
-0.07 -0.13 0.00
-0.08 0.01 -0.05
-0.12 -0.16 -0.44
-0.11 0.38 0.47
-0.09 -0.20 -0.43
0.03 0.16 0.23
-1.31 -0.75 0.07
0.64 0.13 -0.80
-0.27 0.28 -0.16
1.17 0.29 0.88
-0.09 0.06 0.04
-0.08 0.03 -0.02
-0.93 0.45 0.02
0.54 -0.89 0.78
0.02 -0.06 -0.33
-0.03 0.13 0.26
0.36 0.54 -0.22
-0.03 -0.24 -0.29
-0.91 0.80 -0.50
0.45 -0.62 -0.18
0.41 -0.05 0.71
0.46 -0.18 -0.43
-0.27 -0.22 0.05
-0.15 0.20 0.28
-1.23 0.99 -1.83
-0.16 0.14 0.25
1.38 -0.30 0.92
0.08 -1.04 0.35
0.04 -0.02 0.88
0.00 0.38 -0.66

Atom charges from the Mulliken analysis, given in e for atoms 1 to 6: number 1, C, carries -1.6059; number 2, C, carries 1.2874; number 3, C, carries -1.1822; number 4, C, carries -0.6831; number 5, C, carries -1.1555; number 6, C, carries 1.3032

***

Record 2
C22H55Li2N5O11 | wB97M-V/def2-TZVPD

As for the total charge: +1. As for the HOMO energy (spin up / spin down): -10.30 / -10.30 eV. As for the LUMO energy (spin up / spin down): -0.095 / -0.303 hartree. The value obtained for the HOMO-LUMO gap (spin up / spin down) is 0.2832 / 0.0759 Eh. As for the multiplicity: 2.

Positions of all 95 atoms, in Å:
1 Li 2.43065 -2.19920 3.41799
2 Li -0.82268 -3.04995 3.30382
3 C -0.12019 0.09569 0.90879
4 C -0.32046 -1.15206 1.73962
5 O 0.66907 -1.64839 2.31362
6 O -1.43708 -1.73375 2.01222
7 H -0.65421 0.91104 1.39679
8 H -0.70339 -0.15579 0.02294
9 H 0.92428 0.28906 0.66427
10 N 1.79454 -4.06933 5.18005
11 O 0.96327 -3.52244 4.47749
12 O 2.93093 -3.62750 5.03716
13 O 1.53758 -4.86557 6.11375
14 C -5.01011 3.32124 0.21978
15 C -3.63243 3.61935 0.73922
16 C -3.44813 3.36350 2.21325
17 O -4.43957 4.13592 2.86284
18 C -4.42958 4.17694 4.31487
19 N -2.64584 2.75043 0.12897
20 H -5.36150 2.30774 0.41329
21 H -5.04864 3.49740 -0.85520
22 H -5.79510 3.77743 0.82293
23 H -3.44245 4.68483 0.60970
24 H -2.41564 3.62015 2.45035
25 H -3.66709 2.30500 2.35378
26 H -4.70393 3.14442 4.53104
27 H -5.13372 4.86119 4.78823
28 H -3.49212 4.42950 4.81035
29 H -3.06515 1.83484 0.05157
30 H -2.66779 3.12806 -0.80752
31 C -2.89431 -1.94389 -1.48481
32 C -3.23238 -0.45791 -1.07967
33 C -4.32513 0.16018 -1.96549
34 O -3.82978 0.24680 -3.27532
35 C -3.09276 1.41497 -3.59804
36 N -3.75382 -0.60266 0.27448
37 H -3.90571 -2.34579 -1.42442
38 H -2.25913 -2.43676 -0.74879
39 H -2.37962 -2.03605 -2.44121
40 H -2.22887 -0.04610 -1.18689
41 H -4.83145 1.02305 -1.53284
42 H -5.16470 -0.51272 -2.13994
43 H -2.18261 1.37447 -2.99965
44 H -3.45297 2.40194 -3.30780
45 H -2.94251 1.40703 -4.67760
46 H -2.92928 -0.74282 0.84069
47 H -4.23114 -1.43450 0.59122
48 C 1.37545 -2.19279 -2.04813
49 O 1.45262 -1.31255 -3.16716
50 C 0.24354 -0.67547 -3.53557
51 C 0.47618 0.25152 -4.71106
52 N 1.02208 -0.38437 -5.92224
53 C 1.37673 0.58789 -6.90714
54 C 2.63253 1.39806 -6.62746
55 O 3.75534 0.65862 -5.97460
56 C 4.32433 -0.16981 -6.90138
57 H 0.67112 -3.01090 -2.19881
58 H 0.85481 -1.56784 -1.32254
59 H 2.34192 -2.50287 -1.65077
60 H -0.10256 -0.08631 -2.68634
61 H -0.58832 -1.30248 -3.85646
62 H 1.07236 1.06847 -4.30454
63 H -0.48945 0.70926 -4.92584
64 H 1.88935 -0.86227 -5.72338
65 H 0.49586 1.22987 -6.90163
66 H 1.31868 0.18973 -7.92016
67 H 2.32453 2.37708 -6.26037
68 H 3.00660 1.60879 -7.62934
69 H 3.62541 -0.96692 -7.15479
70 H 5.16524 -0.56979 -6.33482
71 H 4.65136 0.31709 -7.82012
72 C 1.02667 -0.52353 6.78492
73 O 1.70656 -0.53663 5.47012
74 C 2.50703 0.66928 5.30043
75 C 3.09266 0.70398 3.93012
76 N 3.78793 -0.53522 3.53835
77 C 4.13332 -0.45789 2.10732
78 C 4.57194 -1.89497 1.69392
79 O 3.48331 -2.77325 1.86844
80 C 3.71804 -4.21074 1.40608
81 H 1.75799 -0.31945 7.56698
82 H 0.57370 -1.47309 7.06997
83 H 0.15154 0.11104 6.92480
84 H 3.19462 0.92927 6.10524
85 H 1.76506 1.46529 5.36338
86 H 3.81536 1.51987 3.94096
87 H 2.23877 0.95414 3.30053
88 H 4.63148 -0.61731 4.08770
89 H 4.94123 0.24960 1.92067
90 H 3.31613 -0.17667 1.44309
91 H 5.53734 -2.08869 2.16143
92 H 4.78966 -1.80848 0.62939
93 H 4.70274 -4.38378 0.97188
94 H 2.98416 -4.36721 0.61548
95 H 3.52008 -4.92666 2.20381

Force components x, y, z for each atom (eV/Å):
-0.58 -0.14 0.61
0.92 0.45 0.05
-1.43 -1.03 -0.18
0.17 -1.54 2.42
1.69 0.06 -0.07
-0.46 1.28 -1.42
0.27 0.23 -0.11
0.17 0.54 -0.44
-0.22 0.00 0.27
1.41 -0.76 3.91
-3.73 0.53 -2.35
2.20 -0.04 -0.52
-0.36 0.62 -1.82
-1.08 -0.42 0.72
-0.35 -0.33 1.31
-1.36 0.31 0.14
0.19 1.67 1.20
0.08 -1.48 -0.78
0.54 0.86 -1.18
0.82 -0.71 -0.26
-0.41 0.29 0.05
0.08 1.13 -0.53
0.45 -0.02 -0.46
-0.01 -0.01 0.45
0.34 -0.40 0.44
0.01 0.01 0.99
-0.44 0.04 -0.93
0.54 -0.14 -0.57
-0.12 -0.37 0.14
0.70 -0.47 -0.70
-0.72 0.93 -0.33
-0.91 -3.24 -0.09
0.36 -1.22 -0.12
-0.22 1.69 -1.28
0.46 -0.56 0.66
1.29 2.00 1.38
0.32 -0.98 -0.64
-0.08 0.29 0.28
-0.51 -0.16 -0.35
-0.45 1.33 0.67
0.67 0.64 -0.15
0.04 -0.60 0.73
0.83 -0.03 -0.40
-1.11 -0.12 -0.02
0.25 -0.01 0.10
0.39 0.42 0.72
-0.64 -0.40 -1.29
-1.69 1.14 0.65
0.41 -0.30 -1.60
0.46 -0.43 0.25
-1.29 -1.19 0.65
2.15 2.80 1.99
-3.31 -0.18 -1.23
2.61 -0.59 -0.49
-3.77 3.38 0.31
1.08 -1.44 -0.12
0.38 -0.40 -0.42
0.26 -0.23 0.88
-0.04 0.16 -0.57
-0.28 0.27 0.03
0.09 -0.81 0.39
1.01 0.21 -0.76
-0.06 0.05 -0.40
0.02 -1.68 0.52
0.28 0.68 -0.19
0.66 -0.62 0.04
0.56 -0.36 1.17
-0.02 0.23 -0.11
0.10 -0.45 -0.32
0.18 -0.40 -0.62
0.11 0.17 0.02
0.62 -0.54 -0.26
-0.14 0.58 1.70
-2.06 -0.38 0.82
0.37 -0.08 0.52
-1.53 0.87 -1.02
0.69 -1.81 0.31
0.03 1.88 -1.24
1.04 -2.29 -0.07
-0.74 1.65 0.06
0.06 0.23 -0.04
0.59 -0.60 -0.80
0.29 0.92 -0.77
0.37 -0.90 0.27
0.09 0.55 -0.15
-0.11 0.48 -0.32
0.41 -0.42 -0.68
0.13 -0.17 0.07
0.26 0.03 -0.13
-0.44 0.06 0.59
-0.24 -0.84 0.58
0.17 -0.23 -0.36
0.12 0.43 0.30
-0.03 0.00 0.04
0.12 0.44 0.23

Atom charges from the Mulliken analysis, given in e for atoms 1 to 6: number 1, Li, carries 0.9150; number 2, Li, carries 0.9274; number 3, C, carries 0.3207; number 4, C, carries 1.0639; number 5, O, carries -1.0162; number 6, O, carries -1.0366

***

Respective electronic energy values: -1431.40669, -1987.20609 Ha.
Respective strongest force on any atom values: 2.792, 5.068 eV Å⁻¹.